No. 1
Density functional theory data (ωB97M-V/def2-TZVPD) for a molecular structure, C3H5ClNO.

The geometry in XYZ format:
```
11
Properties=species:S:1:pos:R:3:forces:R:3:mulliken_charge:R:1
C -1.41032 -0.29940 -1.44302 0.28 1.03 -0.61 -0.575
C -0.26678 0.38352 -1.41202 0.39 0.68 0.98 -0.302
C 1.19184 0.63916 0.79339 1.66 -1.10 2.43 -0.522
N 0.28974 1.36171 0.07203 -2.01 0.76 -3.14 0.384
O 0.29899 2.60865 -0.03150 0.33 -2.67 0.80 -0.489
Cl 3.71577 -0.32699 -0.53577 0.20 -0.12 0.04 -0.719
H -2.30733 -0.33208 -0.85753 -0.07 0.03 0.80 0.296
H -1.58076 -0.64615 -2.46803 0.26 -0.31 0.21 0.236
H 0.85424 -0.36415 1.14791 -0.48 0.82 -0.62 0.272
H 2.17754 0.22674 0.21060 -0.41 0.68 -0.37 0.084
H 1.62103 1.17185 1.65951 -0.16 0.20 -0.52 0.336
```
Forces are in eV/Å.

Calculated values
net charge = -1
spin multiplicity = 1
highest occupied orbital energy (alpha / beta) = -4.41 / -4.42 eV
max |F| = 3.81 eV Å⁻¹


No. 2
Density functional theory data (ωB97M-V/def2-TZVPD) for 2 unconnected molecules or ions with the total composition C3H5ClNO.

The geometry in XYZ format:
```
11
Properties=species:S:1:pos:R:3:forces:R:3:mulliken_charge:R:1
C -1.42765 0.05480 -0.73972 -0.60 0.40 -0.62 0.143
C -0.26871 -1.88435 0.22781 0.59 0.35 -0.29 -0.113
C 1.67890 1.55529 0.35231 -3.40 2.08 0.31 -0.092
N -0.73439 -0.89227 -0.34272 -1.00 -0.75 -0.08 0.073
O 1.04841 0.61449 -0.06677 1.78 0.24 0.10 -0.413
Cl -2.87987 0.42457 0.00997 -0.14 0.34 0.41 -0.001
H -1.18261 0.67662 -1.60270 0.18 -0.50 0.04 0.355
H 0.62047 -1.83866 0.77405 1.25 0.90 1.32 0.264
H -0.58707 -2.87453 0.15767 -1.21 -1.51 -0.98 0.308
H 1.07704 2.53149 0.47662 0.98 -0.79 -0.31 0.176
H 2.65548 1.63254 0.75348 1.55 -0.76 0.10 0.301
```
Forces are in eV/Å.

Calculated values
net charge = +1
spin multiplicity = 1
highest occupied orbital energy = -14.32 eV
max |F| = 4.00 eV Å⁻¹


No. 3
Density functional theory data (ωB97M-V/def2-TZVPD) for C3H5ClO in the gas phase.

The geometry in XYZ format:
```
10
Properties=species:S:1:pos:R:3:forces:R:3:mulliken_charge:R:1
C 0.89051 0.44105 0.19986 -2.23 -2.01 -0.16 -0.781
C -0.06330 -0.42882 0.98179 0.33 -1.65 1.23 -0.509
C -0.31053 -0.16257 -0.46168 1.06 1.65 0.21 0.642
O -1.15541 0.90329 -0.83431 -0.10 -1.04 -0.06 -0.470
Cl -0.06902 -1.44245 -1.66807 -0.34 0.32 0.36 -0.210
H 0.95507 1.46387 0.19212 -0.61 2.36 0.64 0.265
H 1.78229 0.04755 0.03288 3.79 -1.97 -1.00 0.286
H 0.21604 -1.51401 1.32921 -0.22 2.35 -0.96 0.226
H -0.53835 0.12825 1.76256 -1.05 -0.03 0.02 0.247
H -1.70731 0.56384 -1.53437 -0.62 0.01 -0.29 0.303
```
Forces are in eV/Å.

Calculated values
net charge = 0
spin multiplicity = 1
highest occupied orbital energy = -9.71 eV
max |F| = 4.38 eV Å⁻¹
SMILES = OC1(Cl)CC1


No. 4
Density functional theory data (ωB97M-V/def2-TZVPD) for C3H5ClO in the gas phase.

The geometry in XYZ format:
```
10
Properties=species:S:1:pos:R:3:forces:R:3:mulliken_charge:R:1
C 0.54334 1.57282 -0.11964 -1.71 -0.03 3.44 -0.874
C -0.03142 0.28092 0.45539 -0.33 0.37 0.93 0.164
C 0.97046 -0.79369 0.33076 2.72 -0.05 -4.57 -0.208
H -0.01025 2.48823 0.22843 0.30 -1.01 -0.76 0.305
H 1.36337 1.45494 0.56789 1.50 1.28 -0.58 0.250
H 0.76883 1.50048 -1.13114 0.53 0.12 -1.59 0.301
H 0.01942 0.32941 1.56588 -1.29 0.53 -0.27 0.270
H 0.81170 -1.77657 0.67516 -0.70 -1.24 1.27 0.453
O 1.96248 -0.65978 -0.40120 -1.41 -0.09 1.76 -0.469
Cl -1.62042 -0.29874 -0.15857 0.41 0.12 0.37 -0.192
```
Forces are in eV/Å.

Calculated values
net charge = 0
spin multiplicity = 1
highest occupied orbital energy = -10.25 eV
max |F| = 5.32 eV Å⁻¹
SMILES = C[C@@H](Cl)C=O


No. 5
Density functional theory data (ωB97M-V/def2-TZVPD) for C3H5ClOS in the gas phase.

The geometry in XYZ format:
```
11
Properties=species:S:1:pos:R:3:forces:R:3:mulliken_charge:R:1
C 0.17483 1.45706 -0.41468 2.74 -1.88 -0.93 -0.527
C 0.78971 0.08984 0.12765 -2.64 -0.13 -1.04 0.340
C -0.36602 -0.72659 0.77226 1.15 0.10 -0.43 -0.609
H -1.51149 1.38680 0.21285 -3.02 -1.51 -0.25 0.321
H 1.00379 2.16578 -0.47762 -0.23 0.02 -0.28 0.360
H -0.22637 1.17168 -1.41591 0.56 0.37 0.33 0.314
H -0.55949 -0.08319 1.61459 -0.93 -0.19 0.56 0.367
H -0.08386 -1.73902 1.08378 -0.04 0.44 -0.25 0.383
O -0.80358 1.93617 0.37937 1.03 2.46 1.53 -0.481
S 2.23565 -0.52516 -0.11436 0.53 0.18 0.08 -0.258
Cl -1.85620 -0.87710 -0.30202 0.86 0.14 0.67 -0.211
```
Forces are in eV/Å.

Calculated values
net charge = 0
spin multiplicity = 1
highest occupied orbital energy = -8.93 eV
max |F| = 3.45 eV Å⁻¹
SMILES = OCC(=S)CCl


No. 6
Density functional theory data (ωB97M-V/def2-TZVPD) for a molecular structure, C3H5ClOS2.

The geometry in XYZ format:
```
12
Properties=species:S:1:pos:R:3:forces:R:3:mulliken_charge:R:1
C 1.80811 0.53104 0.01937 1.30 0.06 -0.49 0.169
C -1.85681 -0.70455 0.88960 1.24 1.90 -1.13 -0.667
C -1.07307 0.42623 0.22697 -1.51 0.10 -1.13 0.112
O -0.34891 1.20165 0.77952 -0.48 0.36 0.29 -0.444
S 1.84960 -1.03226 0.18525 -0.14 -0.30 0.71 0.013
S 2.18644 1.26528 -1.42337 0.06 2.90 0.57 -0.123
Cl 2.14513 -2.07504 -1.63454 -0.01 -0.21 -0.35 -0.286
H -2.06293 -0.47253 1.91607 0.23 -0.33 0.56 0.290
H -1.00547 -1.34873 0.66221 -0.49 -1.43 0.68 0.136
H -2.74656 -0.91640 0.32386 -0.15 -0.43 -0.24 0.302
H -1.16065 0.40329 -0.92540 0.27 0.09 1.08 0.318
H 2.26513 2.72203 -1.01955 -0.32 -2.70 -0.55 0.180
```
Forces are in eV/Å.

Calculated values
net charge = 0
spin multiplicity = 1
highest occupied orbital energy = -9.23 eV
max |F| = 2.96 eV Å⁻¹


No. 7
Density functional theory data (ωB97M-V/def2-TZVPD) for a molecular structure, C3H5ClS.

The geometry in XYZ format:
```
10
Properties=species:S:1:pos:R:3:forces:R:3:mulliken_charge:R:1
C 1.27855 -1.44847 0.65680 0.32 -0.35 0.02 -0.495
C 1.27305 -0.16716 0.40852 -3.82 1.80 0.85 0.077
C -1.57002 0.95387 -0.60507 0.30 0.09 0.23 -0.689
S -0.66945 0.92363 0.96287 2.86 -1.64 -0.41 -0.100
Cl 2.38251 0.86816 -0.28045 0.56 0.20 -0.26 -0.129
H 2.13975 -2.06116 0.42606 0.15 0.02 -0.05 0.264
H 0.43398 -1.93084 1.11304 -0.21 0.03 0.06 0.270
H -1.47569 1.93256 -1.06534 -0.02 -0.04 -0.16 0.260
H -2.60989 0.75106 -0.36211 -0.06 -0.04 -0.11 0.280
H -1.18279 0.17836 -1.25431 -0.09 -0.08 -0.17 0.262
```
Forces are in eV/Å.

Calculated values
net charge = 0
spin multiplicity = 1
highest occupied orbital energy = -8.80 eV
max |F| = 4.31 eV Å⁻¹


No. 8
Density functional theory data (ωB97M-V/def2-TZVPD) for a molecular structure, C3H5CoF6NO4S2.

The geometry in XYZ format:
```
22
Properties=species:S:1:pos:R:3:forces:R:3:mulliken_charge:R:1
Co 1.39521 0.79391 -0.19291 0.54 -1.03 -0.39 0.158
C 2.70207 0.31331 -1.51584 -0.24 -0.51 -0.92 -0.964
H 2.15740 -0.50724 -2.03205 0.70 0.41 0.00 0.191
H 2.80488 1.20290 -2.16039 0.28 -0.41 0.09 0.333
H 3.63828 -0.02026 -1.04866 -0.16 0.09 -0.37 0.367
H 2.73255 1.17549 0.81693 -0.38 1.67 0.18 0.111
H 2.41982 1.91267 0.58263 0.81 -0.69 1.05 0.183
F -2.32813 3.23362 -0.95119 -0.23 -1.28 0.18 -0.190
C -2.72949 1.95113 -0.80956 -0.50 -0.07 -0.18 0.525
F -3.78123 1.91489 0.02489 1.09 -0.15 -0.62 -0.180
F -3.08785 1.46700 -2.00782 0.31 0.27 0.91 -0.191
S -1.18925 1.02493 -0.12034 -1.30 -0.69 1.19 1.261
O -0.25792 1.18285 -1.25794 -0.48 0.43 0.51 -0.625
O -0.89078 1.78028 1.09397 0.25 -0.66 -1.32 -0.565
N -1.46060 -0.56830 0.14492 0.47 1.12 0.54 -0.428
S -0.36791 -1.21364 1.18731 -1.19 0.35 1.01 1.188
O 0.95918 -1.12909 0.56376 0.08 0.80 0.35 -0.596
O -0.53038 -0.88637 2.58632 0.34 0.16 -1.39 -0.570
C -0.55115 -3.06934 1.25538 -0.16 -0.88 -0.41 0.570
F -1.49475 -3.48317 2.12306 0.89 0.61 -0.94 -0.184
F -0.80050 -3.57243 0.03483 0.13 0.18 0.85 -0.201
F 0.66053 -3.50314 1.68270 -1.25 0.28 -0.34 -0.192
```
Forces are in eV/Å.

Calculated values
expectation value of S² = 3.7600
net charge = 0
spin multiplicity = 4
highest occupied orbital energy (alpha / beta) = -8.81 / -10.44 eV
max |F| = 1.90 eV Å⁻¹


No. 9
Density functional theory data (ωB97M-V/def2-TZVPD) for a molecular structure, C3H5CrO2.

The geometry in XYZ format:
```
11
Properties=species:S:1:pos:R:3:forces:R:3:mulliken_charge:R:1
O 0.72452 0.46540 0.55789 0.73 0.97 0.11 -0.837
Cr 2.14140 0.95747 -0.36572 -0.47 0.14 0.16 1.509
O 3.03389 -0.90602 -0.15755 -0.01 -1.49 0.54 -0.216
C 2.80776 -1.90414 0.36821 0.38 0.98 -0.59 0.246
C -0.50270 -0.17452 0.39649 -1.06 -1.10 0.02 -0.095
C -1.53637 0.62892 -0.37383 -0.19 0.23 -0.30 -0.983
H -0.32843 -1.13317 -0.12748 -0.12 0.15 0.27 0.244
H -0.90664 -0.42380 1.39582 0.44 0.15 -0.30 0.270
H -1.47681 0.40739 -1.45047 -0.01 0.31 0.27 0.271
H -2.55573 0.37507 -0.04852 0.35 0.00 -0.10 0.316
H -1.40089 1.70739 -0.19484 -0.04 -0.34 -0.09 0.276
```
Forces are in eV/Å.

Calculated values
expectation value of S² = 6.0414
net charge = +1
spin multiplicity = 5
highest occupied orbital energy (alpha / beta) = -14.07 / -14.79 eV
max |F| = 1.59 eV Å⁻¹


No. 10
Density functional theory data (ωB97M-V/def2-TZVPD) for a molecular structure, C3H5CsO4.

The geometry in XYZ format:
```
13
Properties=species:S:1:pos:R:3:forces:R:3:mulliken_charge:R:1
H -0.62154 0.37537 2.67470 0.33 -0.02 -0.15 0.367
C 0.30263 0.24670 2.11880 -0.11 0.00 0.04 -0.284
C 1.06394 -1.00658 1.84036 -0.09 -0.11 0.17 -0.079
O 1.71195 -0.68890 0.59760 -0.19 -0.90 0.09 -0.306
C 1.28369 0.47507 0.14108 2.23 1.56 -1.32 0.691
O 1.70025 1.01078 -0.86317 -1.26 -0.86 0.89 -0.539
O 0.50472 1.08949 1.04599 -1.05 0.07 0.38 -0.294
H 0.42594 -1.89212 1.69309 0.16 0.17 0.08 0.225
H 1.83553 -1.24114 2.58730 -0.18 0.04 -0.20 0.224
H -0.88761 0.91422 -2.41092 -1.11 -1.53 -0.88 0.339
Cs -4.60759 1.01147 -3.69836 0.27 -0.04 0.05 0.991
O -1.56031 0.28621 -2.83174 0.64 1.55 0.76 -0.651
H -1.15160 -0.58057 -2.89475 0.35 0.06 0.09 0.315
```
Forces are in eV/Å.

Calculated values
expectation value of S² = 0.7533
net charge = +1
spin multiplicity = 2
highest occupied orbital energy (alpha / beta) = -10.65 / -13.56 eV
max |F| = 3.03 eV Å⁻¹


Number 1: E_tot -19247.7081 eV. Number 2: E_tot -19241.8146 eV. Number 3: E_tot -17760.1830 eV. Number 4: E_tot -17760.7455 eV. Number 5: E_tot -28595.9191 eV. Number 6: E_tot -39429.4898 eV. Number 7: E_tot -26547.4605 eV. Number 8: E_tot -88469.5985 eV. Number 9: E_tot -35699.0038 eV. Number 10: E_tot -11923.1105 eV.